[1]
Here is C6H8O2 in the gas phase in a non-equilibrium geometry from OMol25. Energies are from ωB97M-V with the def2-TZVPD basis set.

Structure (XYZ):
```
16
C6H8O2 | OMol25 | ωB97M-V with the def2-TZVPD basis set
H 0.988 1.982 0.192
C 1.926 -0.259 -0.393
H -0.135 -0.854 -1.043
H 2.480 -0.562 -1.328
H -2.277 -0.248 -1.412
C 0.044 -1.037 0.138
H 2.865 -0.079 0.086
O 1.397 -1.288 0.373
C 0.881 0.878 0.074
C -1.896 -0.206 -0.327
H -2.858 -0.258 0.289
C -0.790 1.046 0.010
H -1.159 1.921 0.132
H -0.018 0.138 1.995
C -0.063 0.276 0.961
O -1.383 -1.450 0.251
```

As for the SMILES: C1O[C@@H]2OC[C@H]3[C@@H]1[C@@H]23. The HOMO energy is -0.3436 Eh. Its spin multiplicity is 1. The calculation puts the LUMO energy at 1.06 eV. The total energy comes out at -10437.890 eV. Its frontier orbital gap is 10.406 eV.

natural (NBO) population analysis, charges in e, atoms 1 to 8: number 1, H, carries 0.225; number 2, C, carries -0.117; number 3, H, carries 0.139; number 4, H, carries 0.218; number 5, H, carries 0.189; number 6, C, carries 0.406; number 7, H, carries 0.206; number 8, O, carries -0.510

---

[2]
Here is 7 unconnected molecules or ions with the total composition C22H48INO26P2S6 in a non-equilibrium geometry from OMol25. Energies are from ωB97M-V with the def2-TZVPD basis set.

Structure (XYZ):
```
106
C22H48INO26P2S6 | OMol25 | ωB97M-V with the def2-TZVPD basis set
H 2.262 2.528 -2.894
O -0.646 2.365 5.468
C 5.026 0.852 5.764
S -0.448 2.419 -6.730
C 1.004 2.756 3.854
H -0.750 -3.237 0.069
H -0.475 -3.345 -2.546
H -0.196 -6.142 -2.077
H -3.371 -1.264 0.834
H -2.630 -0.129 -6.176
O 5.259 2.162 6.321
O 9.805 9.258 2.894
C 8.531 7.301 5.262
C 3.163 2.869 -2.381
P -2.260 -1.799 -1.171
O -6.130 -10.791 -2.412
C -0.391 -5.250 -1.481
H 2.660 4.944 -2.838
H -7.207 -3.468 1.077
O 3.516 3.803 5.727
O 9.800 7.899 4.959
H 1.449 -1.953 1.464
O 0.829 2.034 -7.211
H -2.202 -1.523 -2.577
C 5.142 1.067 4.268
H 1.224 3.057 5.981
O -7.328 -9.068 -3.718
H 4.082 4.745 -1.782
O -1.061 1.195 -5.913
H -7.010 -7.697 -2.210
O 3.227 2.227 -1.092
C -2.338 1.235 -7.854
H 0.403 3.143 3.029
C 0.709 -1.164 1.548
H -5.301 -1.384 1.828
C -2.389 0.911 -6.376
O -0.395 0.768 -1.351
O -1.561 0.714 3.912
H -1.352 -0.904 1.530
C -3.773 -1.553 -0.144
I -3.992 -3.892 -3.180
C -5.487 -2.400 1.477
S 4.772 3.289 5.312
C -4.890 -2.578 0.043
H -4.564 -3.618 -0.017
H -4.923 -6.907 -3.206
H -3.314 1.456 -8.276
H 8.877 5.414 4.249
C -0.503 -1.348 1.023
H -6.102 -3.077 -1.428
O 11.251 7.269 3.096
H -7.579 -7.017 -3.754
S -0.455 0.947 4.770
O 4.514 2.344 4.062
H -7.456 -1.864 1.357
S 10.038 7.947 3.381
H -2.693 -4.346 -0.851
H 5.768 0.162 6.155
H -4.955 -3.103 2.127
C -2.456 -3.672 -1.675
S -6.087 -10.071 -3.633
H -3.657 0.309 -2.595
N -6.905 -2.668 1.613
C -0.707 -2.182 -0.223
O -1.511 2.409 -7.921
S 2.471 3.096 0.001
O 0.835 1.327 3.904
H 4.026 0.524 6.051
H -3.091 1.557 -5.846
O -0.060 -0.020 5.730
H 0.898 -0.243 2.084
O -0.613 3.622 -5.996
C -6.929 -7.757 -3.297
C 0.484 3.217 5.199
C -1.137 -4.186 -2.315
O 5.860 4.162 5.053
H -0.119 1.578 -0.899
C 3.102 4.346 -2.048
H -5.426 -7.439 -4.827
H -2.287 1.288 -3.120
H 7.772 8.084 5.287
H 2.047 3.003 3.690
H 8.584 6.812 6.231
H -1.861 0.439 -8.427
H 4.041 2.598 -2.959
C -5.490 -7.650 -3.758
O -5.900 -2.287 -0.917
H -0.965 -5.570 -0.609
H 0.143 -2.004 -0.878
H 4.621 0.314 3.685
O -4.949 -8.957 -3.514
C -2.944 1.081 -2.270
P -1.952 0.486 -0.835
O -5.978 -10.744 -4.875
H 0.577 -4.885 -1.135
H -3.514 1.981 -2.039
O 2.254 4.395 -0.885
O 3.364 3.372 1.069
H -4.270 -0.647 -0.504
C 8.299 6.331 4.123
H -1.353 -4.637 -3.282
O 1.199 2.522 0.268
O 8.795 7.034 2.971
H 7.252 6.085 3.980
H 0.170 4.256 5.201
H 6.182 1.133 3.945
```

As for the SMILES: C=CC[PH](C[C@H](O)CN)([C@@H](I)CC)P(C)O.O=S1(=O)OCCO1.O=S1(=O)OCCO1.O=S1(=O)OCCO1.O=S1(=O)OCCO1.O=S1(=O)OCCO1.O=S1(=O)OCCO1. The HOMO energy is -0.2638 Eh. Its spin multiplicity is 1. The calculation puts the LUMO energy at -0.17 eV. The total energy comes out at -169998.940 eV. Its frontier orbital gap is 7.011 eV.

Mulliken population analysis, charges in e, atoms 1 to 8: number 1, H, carries 0.200; number 2, O, carries -0.369; number 3, C, carries -0.365; number 4, S, carries 1.106; number 5, C, carries 0.075; number 6, H, carries 0.526; number 7, H, carries 0.312; number 8, H, carries 0.305

---

[3]
Here is C5H9N in the gas phase in a non-equilibrium geometry from OMol25. Energies are from ωB97M-V with the def2-TZVPD basis set.

Structure (XYZ):
```
15
C5H9N | OMol25 | ωB97M-V with the def2-TZVPD basis set
H -0.436 -3.043 -0.493
H -0.233 1.339 1.941
C 0.321 1.271 -0.780
H -1.821 -2.232 0.273
H 1.861 2.386 -1.444
H -0.227 -2.234 1.114
C -0.352 0.373 1.485
N -0.362 -0.985 -0.519
H -0.746 -0.836 -1.429
H -0.313 1.351 -1.658
C -0.733 -2.217 0.151
C 1.504 1.852 -0.568
C -0.187 0.228 0.152
H 1.962 1.835 0.406
H -0.758 -0.499 1.974
```

As for the SMILES: C=CC(=C)NC. The HOMO energy is -0.2914 Eh. Its spin multiplicity is 1. The calculation puts the LUMO energy at 1.07 eV. The total energy comes out at -6819.243 eV. Its frontier orbital gap is 8.996 eV.

natural (NBO) population analysis, charges in e, atoms 1 to 8: number 1, H, carries 0.205; number 2, H, carries 0.214; number 3, C, carries -0.209; number 4, H, carries 0.181; number 5, H, carries 0.202; number 6, H, carries 0.210; number 7, C, carries -0.553; number 8, N, carries -0.608

---

[4]
Here is 2 unconnected molecules or ions with the total composition C3H8N4 in a non-equilibrium geometry from OMol25. Energies are from ωB97M-V with the def2-TZVPD basis set.

Structure (XYZ):
```
15
C3H8N4 | OMol25 | ωB97M-V with the def2-TZVPD basis set
C -1.988 -0.920 0.377
H -2.500 -0.568 1.254
H 1.318 0.728 -1.302
H 2.752 -1.525 -0.169
N -2.746 2.209 -0.512
H -1.033 -1.332 0.609
H 1.550 1.811 1.085
C 1.898 0.827 0.935
H 2.959 0.710 1.251
C 1.827 0.194 -0.451
H -2.450 -1.702 -0.181
N 2.263 -0.916 -0.831
N -1.890 0.119 -0.596
N -2.419 1.155 -0.429
H 1.095 0.291 1.482
```

The HOMO energy is -0.3487 Eh. Its spin multiplicity is 1. The calculation puts the LUMO energy at 0.78 eV. The total energy comes out at -9197.664 eV. Its frontier orbital gap is 10.267 eV.

natural (NBO) population analysis, charges in e, atoms 1 to 8: number 1, C, carries -0.432; number 2, H, carries 0.193; number 3, H, carries 0.169; number 4, H, carries 0.329; number 5, N, carries -0.104; number 6, H, carries 0.207; number 7, H, carries 0.228; number 8, C, carries -0.707